Entry from the OMol25 dataset: the molecule C2H4ClNOS at a distorted geometry (wB97M-V/def2-TZVPD).

Structure (XYZ):
```
10
Properties=species:S:1:pos:R:3:nbo_charge:R:1
C 0.071 -0.601 1.212 0.549
C -0.085 -0.547 -1.237 -0.410
N 0.160 0.224 0.083 -0.640
O -0.361 -1.670 1.187 -0.544
S 0.827 1.732 0.050 0.500
Cl -0.815 2.844 0.835 -0.232
H 0.372 -0.107 2.141 0.123
H -0.124 -1.517 -0.873 0.239
H -0.891 -0.002 -1.623 0.216
H 0.848 -0.357 -1.776 0.198
```

Output
Relative energy (zero: lowest compared OMol25 entry of this formula, charge and spin) = 79.8 kJ/mol
Maximum force = 5.0 eV Å⁻¹
HOMO level = -9.45 eV
Lowest unoccupied orbital energy = -0.52 eV
SMILES = CN(C=O)SCl
DFT total energy = -1066.950154 hartree
Kohn-Sham gap = 8.94 eV